No. 1
This record from OMol25 describes a 12-piece molecular cluster, C33H90O12 overall in a non-equilibrium geometry. The level of theory is wB97M-V/def2-TZVPD.

The structure (SMILES) is CC(C)O.CC(C)O.CC(C)O.CC(C)O.CC(C)O.CC(C)O.CC(C)O.CC(C)O.CC(C)O.CCO.CCO.CCO. Its frontier orbital gap is 9.63 eV. The value obtained for the max |F| is 3.211 eV/A. The LUMO energy comes out at 0.007 hartree. The calculation puts the relative energy (zero: lowest compared OMol25 entry of this formula, charge and spin) at 1.572 eV.

```
! wB97M-V def2-TZVPD RIJCOSX def2/J DEFGRID3
* xyz 0 1
C -1.6107 4.7604 0.3427
C -1.6571 6.2386 0.8791
C -2.7060 6.4083 1.9473
O -0.4781 6.5363 1.5314
H -0.7509 4.5565 -0.2954
H -2.3843 4.4933 -0.3773
H -1.5448 3.9697 1.0900
H -1.9190 6.9405 0.0873
H -2.5861 5.8469 2.8739
H -3.6688 6.1874 1.4864
H -2.7690 7.4358 2.3056
H -0.2956 5.7340 2.0260
C -3.6285 -2.3851 -0.1027
C -4.7745 -2.1942 0.8810
C -4.9644 -3.4875 1.6842
O -4.4242 -1.1228 1.7603
H -3.3855 -1.4548 -0.6161
H -3.8261 -3.1461 -0.8577
H -2.7042 -2.6647 0.4028
H -5.6473 -1.8640 0.3177
H -5.2200 -4.3182 1.0264
H -5.8541 -3.4263 2.3110
H -4.1074 -3.8604 2.2451
H -5.0532 -0.9505 2.4648
C -1.3257 -3.4451 -4.7582
C -0.0949 -2.6645 -4.2128
C 0.6879 -2.0862 -5.3646
O -0.5637 -1.6769 -3.3771
H -0.9101 -4.3698 -5.1587
H -1.9204 -2.8985 -5.4901
H -2.0018 -3.6256 -3.9225
H 0.5408 -3.3521 -3.6550
H 1.5825 -1.5646 -5.0243
H 0.1661 -1.2980 -5.9074
H 0.9605 -2.8942 -6.0435
H -1.0248 -1.0523 -3.9418
C 4.5782 -3.6107 -2.2966
C 3.1224 -3.1854 -2.1305
C 2.2777 -4.2516 -1.4475
O 2.9834 -2.0654 -1.3502
H 4.8709 -3.8612 -1.2769
H 5.2449 -2.8061 -2.6068
H 4.7046 -4.5060 -2.9052
H 2.7709 -2.9821 -3.1420
H 2.3081 -5.2263 -1.9345
H 1.2129 -4.0214 -1.4833
H 2.6746 -4.4145 -0.4455
H 2.0568 -1.8235 -1.2839
C -1.7961 0.0872 4.3742
C -2.5680 1.3048 4.3704
C -2.4170 2.0827 5.6855
O -2.0906 2.1156 3.3500
H -0.7111 0.1828 4.3329
H -2.0660 -0.5034 3.4988
H -2.0781 -0.5438 5.2170
H -3.6253 1.0435 4.3252
H -1.4103 2.4988 5.7220
H -2.6065 1.3625 6.4814
H -3.1214 2.9048 5.8125
H -2.4208 1.7706 2.5172
C -2.0161 2.2483 -3.5344
C -1.4415 1.5921 -4.8235
C 0.0488 1.3632 -4.7056
O -2.0059 0.3200 -4.9418
H -1.5264 3.1905 -3.2883
H -1.9230 1.6476 -2.6297
H -3.0715 2.5103 -3.6098
H -1.6972 2.1803 -5.7048
H 0.2489 0.7382 -3.8353
H 0.5168 2.3217 -4.4809
H 0.4598 0.8895 -5.5970
H -2.9571 0.4481 -4.9656
C 5.0697 0.1603 -3.0706
C 3.6233 0.6837 -3.1973
C 3.1040 1.3327 -1.8545
O 3.5477 1.6829 -4.1804
H 5.1536 -0.4177 -2.1503
H 5.7980 0.9713 -3.0817
H 5.2745 -0.4178 -3.9716
H 2.9962 -0.2038 -3.2822
H 3.1055 0.5404 -1.1059
H 2.0600 1.6180 -1.9841
H 3.7563 2.1668 -1.5958
H 4.1854 2.3716 -3.9786
C 3.8362 -0.4294 1.9976
C 5.0536 -1.2566 2.4204
C 5.7102 -1.9117 1.2497
O 5.9245 -0.3939 3.1661
H 4.2801 0.5176 1.6908
H 3.1370 -0.1857 2.7975
H 3.2166 -0.8461 1.2035
H 4.6897 -2.1151 2.9848
H 6.1233 -1.2113 0.5238
H 4.9853 -2.5459 0.7394
H 6.5722 -2.4954 1.5726
H 5.2905 0.1545 3.6340
C -0.8523 -4.0069 2.1294
C 0.5454 -4.2880 2.6914
C 1.5005 -3.0590 2.5546
O 0.4838 -4.7567 4.0428
H -0.7814 -3.8864 1.0484
H -1.2063 -3.0624 2.5425
H -1.5530 -4.8170 2.3316
H 0.9016 -5.1086 2.0685
H 1.4529 -2.6233 1.5566
H 2.5281 -3.2588 2.8583
H 1.0373 -2.3419 3.2324
H 1.3844 -4.9846 4.2850
C -5.3495 2.3716 0.5299
C -4.0603 1.8466 -0.0664
O -3.3208 1.3438 0.9878
H -6.0122 2.6961 -0.2724
H -5.0765 3.2927 1.0449
H -5.8544 1.6663 1.1899
H -3.6197 2.6097 -0.7081
H -4.3247 1.0165 -0.7215
H -3.5498 0.4271 1.1576
C 2.2989 4.2487 2.7429
C 1.0554 3.3905 2.8486
O 0.0018 4.0600 3.5237
H 2.7198 4.4497 3.7281
H 2.1340 5.2080 2.2523
H 3.1084 3.7107 2.2496
H 1.3287 2.4846 3.3898
H 0.7955 3.0721 1.8391
H -0.7018 3.4077 3.5565
C 0.2888 0.3983 0.7601
C -0.3440 -0.2820 -0.4759
O 0.4040 -1.4039 -1.0039
H 1.3496 0.6331 0.6725
H 0.1968 -0.2935 1.5974
H -0.2329 1.3483 0.8762
H -0.4562 0.4831 -1.2441
H -1.3914 -0.5122 -0.2810
H 0.0110 -1.5559 -1.8665
*
```

***

No. 2
This record from OMol25 describes a 10-piece molecular cluster, C33H92N6O13 overall in a non-equilibrium geometry. The level of theory is wB97M-V/def2-TZVPD.

The structure (SMILES) is COC[C@H](C)N.COC[C@H](C)N.COC[C@H](C)N.COC[C@H](C)N.COC[C@H](C)N.COC[C@H](C)N.CC(C)O.OCCO.OCCO.OCCO. Its frontier orbital gap is 9.11 eV. The value obtained for the max |F| is 4.296 eV/A. The LUMO energy comes out at 0.011 hartree. The calculation puts the relative energy (zero: lowest compared OMol25 entry of this formula, charge and spin) at 1.332 eV.

```
! wB97M-V def2-TZVPD RIJCOSX def2/J DEFGRID3
* xyz 0 1
C -0.2857 -3.3288 -2.8253
O -0.9787 -2.0835 -3.1116
C -1.2221 -1.9164 -4.5016
C -0.0156 -1.9329 -5.4321
C 1.1577 -1.1004 -4.8907
N -0.3147 -1.4697 -6.7999
H 0.6658 -3.2977 -3.4082
H -0.8892 -4.2284 -3.1496
H -0.0976 -3.4360 -1.7489
H -1.8668 -2.7262 -4.8274
H -1.8404 -1.0006 -4.5667
H 0.2717 -2.9909 -5.3753
H 1.4865 -1.2596 -3.8578
H 0.8834 -0.0438 -4.9507
H 1.9284 -1.1272 -5.6539
H -0.4099 -2.3152 -7.3058
H 0.4381 -0.9428 -7.2045
C -4.3993 -4.0788 -1.4316
O -4.6178 -2.6833 -1.3431
C -3.6188 -2.0740 -0.5507
C -3.8344 -0.5725 -0.5618
C -5.3084 -0.2257 -0.3183
N -3.3659 0.0402 -1.8175
H -4.3151 -4.5295 -0.4316
H -3.5829 -4.3065 -2.1151
H -5.2778 -4.5042 -1.9101
H -3.6869 -2.4927 0.4929
H -2.6225 -2.2857 -0.9423
H -3.2422 -0.1976 0.2571
H -5.7611 -0.7436 0.5137
H -5.8565 -0.5023 -1.2016
H -5.3761 0.8430 -0.1171
H -2.5093 -0.4670 -2.0673
H -3.9477 -0.3040 -2.5791
C 1.3668 6.7107 -5.4347
O 0.9152 5.7898 -4.4701
C 1.9283 5.4724 -3.5319
C 1.4572 4.4662 -2.5290
C 2.3208 4.4192 -1.2604
N 1.3421 3.2010 -3.2874
H 1.8844 7.5618 -4.9619
H 0.4900 7.0739 -5.9531
H 2.0695 6.2544 -6.1450
H 2.8325 5.0797 -4.0057
H 2.2979 6.4117 -3.0578
H 0.4727 4.7634 -2.2533
H 1.8866 3.8754 -0.4273
H 2.4345 5.4291 -0.8785
H 3.2913 3.9329 -1.4370
H 0.7475 2.5632 -2.8204
H 0.9205 3.4466 -4.1599
C -0.5866 4.6625 1.0568
O -1.8991 4.7371 0.5682
C -2.0912 4.1612 -0.6828
C -3.5712 4.0377 -0.8860
C -4.1971 3.3756 0.2949
N -3.7491 3.4147 -2.1792
H 0.0448 5.2142 0.3718
H -0.2417 3.6015 1.1535
H -0.5355 5.2057 1.9879
H -1.6955 4.7700 -1.4963
H -1.5592 3.2285 -0.7545
H -3.8919 5.0981 -1.0377
H -5.2651 3.3158 0.1119
H -3.9941 3.9304 1.2141
H -3.8161 2.3392 0.3989
H -4.7364 3.2787 -2.4171
H -3.4333 2.4162 -2.1714
C 3.2783 0.4797 8.6408
O 2.6763 0.4532 7.3663
C 1.7982 -0.5754 7.1959
C 1.4565 -0.5636 5.6963
C 0.5551 -1.7239 5.2962
N 2.6678 -0.6190 4.8646
H 2.5800 0.2713 9.4613
H 3.6423 1.4801 8.8249
H 4.0864 -0.2148 8.6574
H 2.2138 -1.5253 7.5961
H 0.8515 -0.4060 7.7765
H 0.8905 0.3797 5.4806
H -0.4352 -1.7045 5.7207
H 1.0443 -2.6640 5.6067
H 0.5560 -1.7211 4.2162
H 3.1052 -1.5087 5.0623
H 3.3635 0.0814 5.0996
C 0.8796 1.6759 2.9855
O -0.0918 0.7284 3.2798
C -1.4162 1.0510 2.9764
C -2.4335 0.1970 3.8066
C -3.7959 0.5162 3.2387
N -2.3817 0.3752 5.2584
H 1.8616 1.2660 3.2905
H 0.7005 2.6806 3.4075
H 0.9762 1.8977 1.9395
H -1.6394 2.0984 3.1591
H -1.6320 0.9233 1.9162
H -2.1201 -0.8590 3.6346
H -4.0439 1.5553 3.4711
H -4.5438 -0.1016 3.7450
H -3.8430 0.4590 2.1842
H -2.5594 1.3302 5.5558
H -1.4947 0.1199 5.6921
C -1.2858 -3.0758 2.2556
C -0.5520 -4.0983 1.4415
C 0.7610 -4.6019 2.0001
O -1.5054 -5.1517 1.1988
H -1.4676 -3.3574 3.2879
H -2.1747 -2.8422 1.6918
H -0.6541 -2.1626 2.3518
H -0.2911 -3.5979 0.5250
H 1.3292 -5.1331 1.2374
H 0.6458 -5.3336 2.8418
H 1.3994 -3.7621 2.3412
H -1.1350 -6.0039 1.0273
O 3.1180 -1.0864 -2.2365
C 3.8623 0.1011 -2.6292
C 4.8369 0.5840 -1.5524
O 5.8347 -0.2905 -1.4746
H 3.6748 -1.7635 -1.8060
H 4.3436 -0.1686 -3.5406
H 3.1159 0.8513 -2.8904
H 4.2342 0.4144 -0.6594
H 5.0763 1.6403 -1.6585
H 6.4612 -0.0778 -0.7586
O 1.2772 -1.5463 -0.1255
C 0.0643 -0.7237 -0.0491
C 0.0823 0.3344 -1.1228
O 1.0614 1.3046 -0.8180
H 1.7319 -1.4678 -0.9620
H -0.8178 -1.3826 -0.0586
H 0.0425 -0.3065 0.9826
H -0.8457 0.8879 -1.2105
H 0.2245 -0.1492 -2.1123
H 1.9144 0.9103 -0.8099
O 4.8845 -3.1210 -0.7002
C 3.8969 -4.1118 -0.3004
C 3.1546 -4.6684 -1.5079
O 4.0488 -5.3335 -2.3263
H 5.3643 -3.5626 -1.4104
H 4.4158 -4.8515 0.2769
H 3.1551 -3.6500 0.3650
H 2.6432 -3.8387 -1.9673
H 2.3614 -5.3265 -1.1596
H 3.9326 -5.2677 -3.2674
*
```

***

> Which of these has the highest relative energy (zero: lowest compared OMol25 entry of this formula, charge and spin)?

C33H90O12

***

> Which of these has the lowest max |F|?

C33H90O12